{"formula": "Cu3N5O15", "method": "ωB97M-V/def2-TZVPD", "multiplicity": 4, "lumo_energy_ev": [-6.894, -6.910], "homo_lumo_gap_ev": [3.6, 1.9], "charge": 1, "symbols": ["Cu", "Cu", "Cu", "O", "O", "O", "O", "O", "O", "O", "O", "O", "O", "O", "O", "O", "O", "O", "N", "N", "N", "N", "N"], "coordinates": [[0.6705, -3.9924, 2.0590], [-2.0235, 1.1099, -2.8254], [3.3835, 2.1326, 3.1715], [-2.8457, 4.4493, 0.5054], [-0.3288, 4.1633, -3.3859], [1.8657, 0.1198, 0.5709], [-2.8503, -1.9641, 1.0710], [1.0480, 5.3465, -4.3145], [1.0192, 0.2351, -1.4663], [-2.3530, -2.7639, 2.9163], [-3.9489, -1.4193, 2.5829], [4.6816, -6.5203, -0.5439], [-0.6001, 6.2326, -3.2249], [-3.9442, 2.8925, 1.5017], [3.1645, -5.4639, 0.5586], [0.9201, -1.4714, -0.2198], [5.0235, -5.7844, 1.4162], [-2.4669, 2.4393, 0.1331], [4.3505, -5.9294, 0.4499], [1.2276, -0.3405, -0.3896], [-3.0033, 3.2278, 0.8716], [-3.0129, -1.9495, 2.2259], [0.0229, 5.2503, -3.6638]]}

---

{"formula": "C41H28Br2N7O3Rb", "method": "ωB97M-V/def2-TZVPD", "lumo_energy_ev": 3.869, "homo_lumo_gap_ev": 5.6, "charge": -2, "symbols": ["Rb", "Br", "Br", "O", "O", "O", "N", "N", "N", "N", "N", "N", "N", "C", "C", "C", "C", "C", "C", "C", "C", "C", "C", "C", "C", "C", "C", "C", "C", "C", "C", "C", "C", "C", "C", "C", "C", "C", "C", "C", "C", "C", "C", "C", "C", "C", "C", "C", "C", "C", "C", "C", "C", "C", "H", "H", "H", "H", "H", "H", "H", "H", "H", "H", "H", "H", "H", "H", "H", "H", "H", "H", "H", "H", "H", "H", "H", "H", "H", "H", "H", "H"], "coordinates": [[-0.3527, -0.6193, 0.2474], [2.3436, -5.6246, 0.5091], [7.3443, -3.0435, 0.8380], [1.3531, -2.7320, 0.0743], [-2.5570, -2.6728, -2.1959], [-3.8481, -1.1455, 1.8918], [-1.3472, 2.0965, -0.9989], [-0.4467, 3.6382, 0.6196], [-4.5462, -2.9418, 0.6374], [0.0516, 2.6416, 1.2316], [-2.8134, -1.6505, -0.1321], [2.8007, -0.4273, -0.1045], [1.2985, 0.6129, 2.6136], [-2.0399, 2.9244, -3.1446], [4.8652, 0.7472, 0.0969], [-3.7152, -5.6349, 0.3158], [0.7161, 4.3231, 4.4460], [1.6438, 2.0737, 4.5325], [2.3700, -2.7653, 3.5975], [-3.8719, -5.4714, -2.0699], [-1.6081, 4.1999, -2.7941], [3.4778, -0.2384, 3.3202], [0.2679, 4.1015, 3.1810], [-1.8815, 1.9189, -2.2078], [3.4499, -1.5956, 0.1160], [0.4725, 2.8653, 2.5132], [4.8551, -1.6478, 0.3109], [2.5926, -2.8037, 0.1781], [5.5493, -0.4183, 0.2919], [1.4233, 3.2735, 5.1158], [-1.0633, 4.4035, -1.5463], [-3.7261, -1.8205, 0.8848], [5.4605, -2.9092, 0.5327], [-7.8605, -3.5368, -2.1605], [1.1573, 1.7678, 3.1873], [-3.9862, -4.8767, -0.8145], [-3.2512, -7.5630, -1.0525], [-5.5523, -3.0694, -1.5905], [-3.1002, -2.5318, -1.1066], [-5.5713, -1.9953, -2.4732], [-4.3442, -3.3998, -0.7158], [4.7054, -4.0505, 0.5588], [-3.3509, -6.9725, 0.1978], [-6.7254, -1.6923, -3.1881], [3.3260, -4.0026, 0.3773], [3.4745, 0.6947, -0.1025], [-6.7082, -3.8381, -1.4509], [1.5603, -1.6833, 3.2935], [3.7393, -2.5951, 3.7753], [-7.8725, -2.4575, -3.0367], [2.1008, -0.4022, 3.1253], [-0.9451, 3.3223, -0.6607], [4.2826, -1.3226, 3.6427], [-3.5086, -6.8031, -2.1888], [-2.4890, 2.7135, -4.1053], [-0.2732, 4.8676, 2.6417], [5.3535, -1.1793, 3.7428], [-6.7228, -0.8504, -3.8701], [4.3789, -3.4477, 3.9664], [-3.7721, -5.1606, 1.2870], [3.9113, 0.7419, 3.1562], [1.7814, 3.4408, 6.1277], [-6.6925, -4.6943, -0.7842], [5.3771, 1.7023, 0.0987], [-1.7018, 5.0264, -3.4895], [6.6200, -0.4125, 0.4516], [0.4983, -1.8178, 3.1301], [-5.4699, -2.9127, 1.0369], [-3.4096, -7.2457, -3.1731], [-2.2032, 0.9045, -2.4294], [1.9342, -3.7559, 3.6543], [-8.7683, -2.2192, -3.5977], [-4.6757, -1.4032, -2.6103], [0.5334, 5.2660, 4.9464], [5.1806, -5.0060, 0.7395], [-3.1269, -7.5463, 1.0891], [2.1655, 1.2889, 5.0642], [-4.0453, -4.8710, -2.9540], [-8.7465, -4.1481, -2.0350], [2.9020, 1.6074, -0.2467], [-2.9579, -8.6020, -1.1454], [-0.7237, 5.3762, -1.2158]]}

---

{"formula": "C3H3BrO2", "method": "ωB97M-V/def2-TZVPD", "lumo_energy_ev": 0.501, "homo_lumo_gap_ev": 10.1, "relative_energy_ev": 2.5528, "charge": 0, "smiles": "O=C[C@@]1(Br)CO1", "symbols": ["Br", "O", "O", "C", "C", "C", "H", "H", "H"], "coordinates": [[-2.3405, -0.0588, 0.0439], [1.4678, -1.8188, -0.4575], [-0.1365, 0.9463, -1.1525], [-0.4418, 0.1019, -0.1665], [0.2883, 1.2584, 0.2131], [0.4008, -1.5559, -0.0457], [-0.2228, -2.1653, 0.4369], [-0.2618, 2.1337, 0.7121], [1.2464, 1.1585, 0.4163]]}

---

{"formula": "C5H7N", "method": "ωB97M-V/def2-TZVPD", "lumo_energy_ev": 1.094, "homo_lumo_gap_ev": 9.9, "relative_energy_ev": 3.5881, "charge": 0, "smiles": "C#C[C@@H]1C[C@@H]1N", "symbols": ["N", "C", "C", "C", "C", "C", "H", "H", "H", "H", "H", "H", "H"], "coordinates": [[0.8296, -1.0506, 0.9937], [-0.0538, -1.1246, -0.0514], [-1.3190, -0.3575, 0.1015], [0.9003, 2.4776, -0.2742], [0.3235, 1.4107, -0.3955], [-0.2620, 0.2207, -0.7594], [-0.4921, 0.0562, -1.9217], [-0.1017, -2.0404, -0.6903], [0.7819, -1.8754, 1.5707], [-1.3642, 0.0345, 1.1275], [1.0777, 3.5563, -0.1147], [1.8239, -0.6485, 0.8258], [-2.1439, -0.6590, -0.4120]]}